13 unconnected molecules or ions with the total composition C70H63Cl4N11O22 in a non-equilibrium geometry. Source: OMol25; level of theory: ωB97M-V/def2-TZVPD.

```
170
Properties=species:S:1:pos:R:3:lowdin_charge:R:1
C 6.130 1.702 3.704 -0.008
O 3.742 0.772 -5.645 0.081
H -4.870 3.989 -4.407 0.101
C 0.664 5.278 3.692 -0.158
O 3.006 4.939 -0.967 0.096
C -0.222 5.994 4.472 -0.005
C -0.926 -0.707 -5.097 -0.135
C -0.944 0.206 1.755 -0.010
C 4.149 2.294 2.417 -0.005
H 5.669 -1.760 -0.419 0.090
H -6.078 -3.623 -1.700 0.071
C -2.761 -2.291 -6.458 -0.054
C -1.566 4.515 -1.791 -0.069
H -0.986 -1.977 0.216 0.090
C 3.988 -0.888 -4.107 -0.146
H 7.894 1.248 2.501 0.112
C 6.861 1.560 2.525 -0.064
H 3.068 0.885 -3.365 0.115
O 5.282 -0.678 -6.015 0.072
C -5.774 -4.093 3.237 0.002
H -1.763 -1.537 -8.245 0.111
C -0.566 1.245 -0.386 -0.010
C -0.647 -1.941 5.440 -0.011
H -4.083 -4.216 -2.789 0.048
C 5.956 -1.818 0.621 -0.052
H -1.860 5.886 5.818 0.106
H 4.790 -1.289 3.743 0.099
H 1.506 -6.086 -0.943 0.120
H -8.812 1.688 -2.577 0.073
N -0.019 0.198 -4.374 -0.329
O 2.667 5.252 2.586 0.074
H -7.564 -5.229 3.382 0.111
H 0.092 -5.057 -2.597 0.111
C 4.473 -2.156 -3.815 -0.007
O 2.363 3.670 -2.556 0.078
C 6.202 1.764 1.331 -0.070
O -0.089 0.255 -3.159 0.065
H 0.232 -3.574 4.246 0.098
C 5.458 -1.652 2.971 -0.060
H -4.079 -7.344 2.005 0.113
C 4.165 -2.764 -2.623 -0.071
O 9.750 -2.863 1.704 0.074
C 0.521 3.912 3.539 -0.022
H 1.294 5.400 0.608 0.096
N 4.373 -0.225 -5.335 -0.347
O 1.985 -4.674 2.647 0.064
H -3.057 -0.316 2.099 0.087
C -7.824 1.421 -2.956 -0.666
C 2.839 -0.802 -2.000 -0.041
H -3.462 -3.036 -6.815 0.108
C 0.745 4.605 -1.238 -0.146
O 0.305 2.760 -7.109 0.097
N -3.656 -2.902 2.963 -0.374
N 1.358 0.776 1.050 -0.325
H 3.091 -2.529 -0.802 0.102
Cl -8.017 -0.188 -3.693 0.561
C -1.451 3.949 -6.259 -0.125
O 2.763 2.188 4.750 0.036
H 4.416 -3.802 -2.463 0.112
C -0.983 -0.686 -6.477 0.001
O 0.731 0.853 -5.062 0.074
H -2.048 3.412 5.671 0.104
H 2.295 -0.261 -1.248 0.082
C -2.809 -2.166 -5.062 -0.070
O -2.483 -2.962 2.793 0.086
C -3.019 2.981 -4.695 -0.091
N -0.331 3.774 -7.169 -0.363
O -0.177 4.613 -8.017 0.096
Cl -5.154 1.247 -2.346 0.590
H -0.587 -0.146 2.718 0.117
H -1.351 -3.090 -2.075 0.082
H 2.220 -2.547 3.809 0.092
H -5.382 -4.009 -0.078 0.047
H 6.528 1.534 4.697 0.123
C -0.358 -0.728 5.998 -0.143
Cl -4.338 -2.147 -0.963 0.607
H -1.108 5.720 1.340 0.106
C 0.904 -0.128 5.810 0.006
H 7.052 -1.784 4.332 0.127
C -0.089 0.749 0.826 -0.139
C 0.890 -5.250 -0.659 0.006
C -6.543 -5.230 3.026 -0.059
H 7.920 -2.394 0.139 0.122
N 1.670 -5.345 1.676 -0.331
C 1.532 -1.960 4.410 -0.078
C -1.888 5.080 -0.568 -0.060
N 1.762 5.956 2.985 -0.360
H -7.560 2.260 -3.598 0.075
H 1.201 0.811 6.255 0.112
Cl -5.182 -6.234 -2.124 0.579
O -1.054 1.137 7.176 0.077
H 4.054 -1.217 1.356 0.091
C -2.302 5.048 -6.369 0.001
O 1.760 0.051 1.930 0.083
H -7.027 0.492 -1.192 0.059
C -4.572 -6.421 2.274 -0.055
C 0.815 -4.744 0.629 -0.135
H -1.575 -2.488 5.540 0.117
C -0.235 4.318 -2.162 0.002
C 5.042 -1.552 1.650 -0.054
H -2.387 4.195 -2.415 0.082
N -1.277 -0.017 6.901 -0.358
H -3.627 -2.650 -4.543 0.092
H -0.279 7.072 4.406 0.120
C 7.257 -2.146 0.958 -0.001
C -1.912 1.287 -0.686 -0.047
C -4.467 -4.091 2.786 -0.159
C 0.437 5.222 -0.029 0.006
C -1.305 3.932 5.081 -0.055
C -5.911 -6.398 2.640 -0.069
O 1.919 -6.534 1.518 0.080
C -0.875 5.419 0.326 -0.051
H 0.296 -3.019 1.870 0.099
C 3.356 -2.056 -1.744 -0.099
H -4.202 5.850 -5.941 0.110
C -4.296 -4.727 -1.852 -0.674
H -6.446 -7.333 2.511 0.112
H 3.102 2.537 2.456 0.080
H 1.165 3.377 2.854 0.098
H 6.777 1.604 0.424 0.114
H -3.739 0.325 -0.040 0.030
C 6.813 -1.744 3.276 -0.009
C 3.237 -0.168 -3.181 0.018
C -1.845 2.902 -5.421 0.010
C 4.797 2.032 3.627 -0.147
C -0.514 -2.907 -0.082 -0.057
H -6.300 -3.247 3.654 0.123
H -2.476 1.492 -1.582 0.063
C -3.474 5.102 -5.647 -0.068
C -3.875 -5.221 2.228 -0.002
C -1.953 -1.316 -4.392 -0.016
N 3.988 2.251 4.833 -0.314
H -0.023 3.967 -3.164 0.117
C 4.868 2.138 1.253 -0.047
O 2.037 1.476 0.331 0.061
C -0.697 -3.510 -1.326 -0.065
O 9.492 -2.228 3.720 0.085
C 0.224 -3.503 0.906 0.000
N 2.145 4.368 -1.592 -0.355
C -3.860 4.090 -4.779 -0.074
C -5.171 -3.720 -1.105 -0.631
H 4.344 2.186 0.311 0.099
H -0.283 -0.064 -7.020 0.123
H 5.039 -2.638 -4.605 0.121
H -3.470 -5.049 -1.227 0.053
O 1.727 7.162 2.921 0.095
C 1.814 -0.717 4.949 -0.071
C -2.735 0.617 0.252 -0.102
H -2.080 -1.206 -3.322 0.099
H 0.051 1.654 -1.179 0.099
C -1.871 -1.498 -7.171 -0.049
H -3.383 2.237 -3.997 0.037
C 7.679 -2.127 2.275 -0.159
O -4.244 -1.918 3.277 0.090
C 0.087 -4.599 -1.612 -0.069
O -2.160 -0.695 7.380 0.082
H -2.157 5.725 -7.201 0.122
H 2.728 -0.187 4.729 0.083
C -6.868 1.386 -1.794 -0.612
H -2.828 -5.156 1.960 0.118
H -1.122 2.097 -5.361 0.085
H -6.911 2.203 -1.079 0.078
H -0.530 2.158 4.179 0.099
C -2.291 0.061 1.438 -0.067
C -0.419 3.231 4.271 -0.056
C -1.125 5.301 5.285 -0.051
H -2.915 5.340 -0.348 0.108
N 9.067 -2.413 2.603 -0.360
C 0.332 -2.588 4.683 -0.074
O 4.584 2.521 5.867 0.088
```

E_HOMO ... -9.576 eV
E_tot ... -185106.937 eV
F_max ... 3.569 eV/A
LUMO ... -0.039 hartree


8 unconnected molecules or ions with the total composition C70H77FN2O20PSi in a non-equilibrium geometry. Source: OMol25; level of theory: ωB97M-V/def2-TZVPD.

```
172
Properties=species:S:1:pos:R:3:lowdin_charge:R:1
H -1.622 4.657 -1.416 0.123
C 7.721 1.825 -1.108 -0.031
C -1.363 5.867 0.305 0.019
C 6.575 2.042 6.191 -0.398
C 4.689 3.674 7.609 -0.376
H 4.628 -3.902 -3.057 0.096
C -12.494 -5.587 -2.378 0.028
C -6.242 -2.235 -6.228 -0.392
H -1.175 0.067 -0.828 0.074
H -8.898 -3.794 5.583 0.122
H 4.724 1.136 3.410 0.109
H 6.332 -3.215 -0.677 0.084
C 4.477 -1.145 3.308 -0.131
H 3.514 0.485 4.636 0.110
C 5.823 4.273 6.873 0.030
H 5.387 1.026 -1.254 0.163
H 7.808 10.644 3.769 0.126
O -12.517 -6.836 -4.371 0.114
H 3.819 -1.777 2.615 0.103
H 8.466 8.984 5.503 0.124
C 5.392 -1.038 -2.089 -0.062
O 7.376 1.346 5.588 0.071
N 6.071 -1.411 1.248 -0.080
C 7.450 -1.749 0.764 -0.191
C -1.941 6.351 1.577 -0.389
C 7.464 0.208 -1.133 -0.180
N 3.792 -3.020 -1.259 -0.214
C 0.405 1.905 1.931 -0.205
C -8.961 -3.616 2.097 0.028
C 3.736 -4.076 -2.338 -0.079
H -3.149 -3.767 -6.339 0.124
H 0.420 -0.235 1.284 0.083
H -11.209 -2.930 5.256 0.124
H 4.519 -1.641 4.344 0.124
O -7.263 -2.122 -6.881 0.093
O 2.945 -0.961 -2.213 0.054
H 3.950 8.661 3.339 0.126
C -11.831 -4.742 -1.587 0.025
H 6.217 -1.825 -2.309 0.098
H -12.245 -4.380 -0.654 0.121
C 6.588 7.866 5.419 -0.369
H -5.400 -5.292 -0.508 0.090
H -4.608 -1.898 2.607 0.089
H 7.709 0.762 1.508 0.078
C -5.128 -3.691 1.159 -0.063
C -3.836 -2.505 -4.690 -0.383
O 6.455 3.455 -2.590 0.088
H 0.806 2.884 1.457 0.116
H -1.631 1.751 -0.194 0.078
H 7.504 -5.031 -2.113 0.070
H -4.842 -1.208 -3.243 0.120
C -4.000 1.166 1.431 -0.193
O -3.989 3.766 -0.837 0.087
H -2.870 2.645 -10.589 0.124
H -6.731 0.670 -11.034 0.126
C 5.999 -1.125 2.748 -0.106
H 5.490 -2.274 1.126 0.167
C 2.611 -3.132 -0.344 -0.088
H 5.310 -0.430 -3.075 0.152
C -8.422 -3.873 3.449 -0.376
H 0.878 0.602 3.756 0.107
C -9.901 -4.732 -3.218 0.022
H 6.614 -1.915 3.335 0.158
C 4.565 2.201 7.587 0.026
C 8.251 -0.555 0.052 -0.206
C 0.231 0.796 0.777 -0.272
H -5.925 -4.085 1.887 0.058
H -4.065 1.635 0.385 0.027
O 6.912 7.052 6.267 0.079
C -3.989 -3.174 -5.998 0.010
C -11.086 -2.879 3.072 -0.382
H -4.943 4.653 1.407 0.126
H -13.481 -5.957 -2.130 0.126
C 7.150 9.843 4.081 0.029
C -5.769 0.699 -10.539 0.030
H 6.441 -0.109 3.030 0.128
C 7.330 -3.118 -0.085 -0.160
O 8.839 -2.428 -2.508 -0.182
C -3.956 5.020 1.154 0.019
H -4.938 0.498 1.555 0.040
O -9.877 -3.482 -1.224 0.086
C 5.442 1.443 6.927 0.001
H 5.366 0.363 6.899 0.116
H -0.605 2.194 2.426 0.103
H 2.471 -0.260 1.928 0.084
H 9.283 -0.848 -0.364 0.168
C 1.408 1.415 3.125 -0.188
C 3.873 0.357 3.556 -0.175
H 2.786 -4.011 -2.986 0.117
H -3.878 1.923 2.281 0.040
O 8.542 0.451 1.091 -0.048
H 3.874 -5.102 -1.850 0.104
O 5.504 10.592 2.576 0.118
H -6.080 -0.996 -9.304 0.116
H -1.747 0.685 3.613 0.042
H 3.023 -3.475 0.688 0.084
C -3.378 4.536 -0.117 -0.395
C -4.376 -2.391 1.586 -0.073
H -3.521 -4.214 -2.144 0.072
H -0.780 -0.843 3.117 0.027
H -2.569 -1.016 3.696 0.042
C -10.564 -5.577 -4.009 0.027
C -2.031 5.022 -0.482 0.017
C 5.868 0.009 -0.961 -0.192
C 5.828 9.780 3.422 -0.383
O -3.778 -0.953 -8.104 0.096
H 4.239 -0.505 0.593 0.133
O 8.474 -5.070 -1.879 -0.174
C -4.851 1.785 -10.943 -0.384
C -3.710 -3.698 -1.138 -0.066
C -4.971 -1.691 -4.204 0.029
H -5.236 -3.531 -7.673 0.126
H -10.151 -5.939 -4.943 0.125
C 7.502 8.953 5.010 0.025
H 2.053 -2.153 -0.151 0.088
C -3.531 1.843 -10.281 0.025
H -6.929 -0.972 -4.579 0.124
C -11.911 -6.067 -3.649 -0.384
H 1.741 2.313 3.762 0.121
H 8.376 -2.836 -3.280 0.090
O 10.148 -3.550 -0.437 -0.297
C -4.806 -4.345 -0.222 -0.069
P 8.804 -3.514 -1.188 0.644
H 3.142 1.431 1.673 0.119
F 7.879 1.964 -3.696 0.031
H 7.534 3.937 5.668 0.124
C 5.367 -0.305 0.525 -0.056
H 3.729 1.777 8.132 0.126
C 6.699 3.514 6.213 0.027
H 4.608 7.002 5.073 0.119
C -5.419 -0.195 -9.612 0.030
C -10.200 -3.153 1.921 0.025
C -3.182 0.950 -9.354 0.022
H 5.900 5.353 6.900 0.088
O -5.171 2.601 -11.787 0.114
C -4.099 -0.136 -8.950 -0.366
H -2.219 0.978 -8.858 0.121
C -2.923 -2.355 -0.741 -0.062
C -3.288 -1.726 0.640 -0.231
H -8.914 -4.362 -3.466 0.119
C 3.942 -1.671 -1.840 -0.350
H 7.277 -3.975 0.700 0.134
C 7.293 2.513 -2.518 -0.288
C -1.240 0.713 0.128 -0.250
H 7.046 2.268 -0.275 0.137
H -3.697 6.230 2.876 0.125
O -12.217 -2.459 2.913 0.110
C -6.089 -1.565 -4.919 0.027
C -10.484 -4.252 -1.947 -0.374
O -2.815 -2.618 -4.036 0.070
C -10.546 -3.137 4.424 0.024
C 5.266 7.804 4.761 0.023
C 2.715 0.725 2.494 -0.235
H 1.053 0.933 -0.011 0.107
O -1.330 7.120 2.296 0.104
C -9.308 -3.600 4.599 0.021
O 3.889 4.366 8.210 0.123
C -1.819 -0.359 3.123 -0.199
C 4.913 8.693 3.831 0.028
C -5.107 -3.048 -6.713 -0.003
Si -2.509 -0.085 1.331 0.570
H 1.851 -3.944 -0.650 0.110
H 8.828 2.091 -0.937 0.148
H -0.376 6.234 0.053 0.122
H 7.735 -0.126 -2.192 0.132
H 5.546 0.662 1.145 0.149
C -3.288 5.865 1.942 0.025
O -7.289 -4.294 3.608 0.077
H -8.299 -3.822 1.265 0.110
H -2.128 -1.884 -1.435 0.076
H 8.064 -2.024 1.711 0.179
H -10.609 -2.959 0.938 0.096
```

E_HOMO ... -9.929 eV
E_tot ... -137631.890 eV
Total charge ... +1
F_max ... 6.557 eV/A
LUMO ... -0.126 hartree


Q: Which formula does entry 1 have?
A: C70H63Cl4N11O22